Record 1
{"formula": "C45H54CdN8O2", "method": "the ωB97M-V functional and the def2-TZVPD basis", "energy_ha": -2503.376316, "spin_multiplicity": 1, "homo_energy_ev": -6.6, "homo_lumo_gap_ev": 6.9637, "e_above_lowest_kj_mol": 114.5, "species": ["H", "C", "H", "H", "H", "H", "H", "H", "H", "H", "H", "H", "N", "H", "H", "C", "N", "H", "C", "H", "C", "O", "C", "C", "N", "C", "H", "C", "H", "C", "H", "H", "N", "C", "H", "N", "C", "C", "C", "C", "C", "C", "H", "H", "Cd", "H", "C", "H", "H", "C", "H", "H", "H", "C", "H", "C", "C", "C", "C", "H", "C", "C", "C", "C", "H", "C", "H", "C", "C", "H", "H", "H", "H", "H", "H", "C", "C", "H", "N", "H", "H", "H", "N", "N", "C", "C", "H", "C", "H", "H", "H", "C", "C", "H", "C", "C", "H", "H", "H", "C", "C", "H", "C", "C", "H", "H", "H", "C", "C", "O"], "coordinates": [[1.9937, 6.0471, 0.0140], [2.3578, 3.9580, 0.3701], [1.3401, -0.4013, -5.4081], [-0.9508, -1.4596, 3.3293], [4.7031, -0.0226, 6.5012], [4.3719, 3.3065, -0.0279], [2.4322, 1.8514, 0.5948], [3.7653, -2.0005, 1.8031], [-1.6501, 6.0482, 0.3441], [3.1418, 1.8637, 6.0348], [-5.2153, 0.1774, -0.8385], [1.2398, 2.6424, 4.8521], [0.1715, 1.5066, 3.4109], [0.5127, -0.2775, 5.5619], [-2.5837, 1.5090, 1.5036], [-2.1924, -2.6191, -3.9954], [1.9274, -3.0075, -5.1901], [-5.9828, -1.9328, -3.6343], [3.8513, 4.1100, 0.4936], [-4.3559, -0.2211, 1.4575], [-2.3615, 0.5211, 1.0843], [2.8195, -1.4571, 0.0696], [1.7759, 2.7109, 0.4748], [-3.3406, -1.5626, 0.1072], [1.8235, -2.5161, 2.2277], [-0.6979, 6.1131, -0.1827], [1.3254, 1.9321, -4.6141], [1.9090, 1.3909, -2.6045], [-3.9289, -1.1228, -2.5484], [-0.8525, -2.8220, -4.2896], [4.7042, -1.9808, 4.9627], [1.9475, 2.4123, -2.2364], [0.9625, -2.7224, -5.9106], [0.4725, -2.5396, 4.3030], [-1.2010, -0.7053, 5.6085], [2.2158, 0.4533, -1.7456], [2.2183, -0.8336, -2.1533], [2.5479, -3.4777, -2.9310], [-2.3751, -1.4560, -1.0733], [1.0009, -3.3369, 3.1067], [-1.0966, -0.7523, -0.6258], [1.5630, 1.1205, -3.9394], [-0.8524, 1.7108, 5.2667], [-4.5494, 1.6623, -0.1523], [1.3519, -0.1742, 1.1875], [2.6810, -4.5071, -3.2424], [4.0777, -1.1209, 4.7680], [1.5568, -4.2034, 3.4957], [-0.1931, 7.0294, 0.1214], [-3.0066, -0.6454, -2.2036], [-2.9608, -0.4700, -6.4784], [-1.4802, 3.5970, 0.2079], [-4.8711, -3.3134, -3.7838], [-4.9411, -2.2396, -3.5863], [-0.9089, 6.1954, -1.2513], [1.5487, 5.0676, 0.1433], [-1.0464, -1.3960, -6.2084], [-2.9524, -1.7670, -4.7845], [-0.4015, 3.6512, 0.2117], [-2.6220, -3.1318, -3.1457], [-3.3095, 0.7583, -1.6820], [-3.6547, -0.1546, 0.6182], [0.3769, 2.4756, 0.3462], [2.0527, -2.5824, -3.8626], [-2.3142, -0.5946, -3.0499], [3.1858, -2.2590, 2.6922], [-3.7572, 1.3556, -2.4826], [-1.3571, 0.6674, -0.0774], [1.4042, 2.0623, 3.9310], [-0.2362, -3.1667, 4.8662], [-2.1185, -2.4546, -1.4392], [-0.6039, -1.3493, 0.1607], [3.6364, -3.1383, 3.1725], [1.8939, -2.9347, 1.3086], [-0.2762, 2.1677, 2.7912], [2.4171, 0.9758, 4.2194], [-0.7677, 1.0243, 4.4085], [-2.8815, -2.1568, 0.9054], [-0.1093, -1.2840, 3.8696], [-1.3206, 1.5631, -2.0438], [-0.2638, -3.4818, -3.6661], [-4.5470, -2.0336, -2.5859], [-0.0808, 1.1917, 0.4074], [2.4981, -0.0433, 3.3603], [0.1702, 4.9100, 0.0793], [1.5597, -0.1771, -4.3737], [3.0800, -3.8774, -0.8916], [-2.3581, -1.1391, -5.8787], [-2.3002, 2.4563, -0.8830], [-1.7508, 0.9583, 3.9385], [-0.4233, -0.6791, -1.4758], [2.7695, -3.1224, -1.6044], [-0.3899, -0.3575, 4.9493], [-1.8823, -0.0861, 1.8607], [-4.2904, 0.6610, -0.5100], [4.0709, -0.0323, 5.6231], [1.8135, 2.7326, 3.1700], [-4.2630, -2.0668, -0.1980], [4.1720, 5.0634, 0.0755], [3.2621, -1.0911, 3.6438], [2.6032, -1.8083, -1.1598], [0.1550, -3.7138, 2.5263], [1.8934, -1.2177, -3.4798], [-0.2665, -2.2453, -5.4165], [-0.6056, -0.9341, -7.0828], [1.3047, -2.3065, 4.9730], [4.1570, 4.0848, 1.5427], [3.2073, 1.0193, 5.3623], [-2.0267, 1.4582, -1.2166], [-4.2684, -1.4892, -4.5741]], "forces_ev_per_angstrom": [[-0.001, 0.029, 0.036], [-0.031, 0.032, 0.030], [0.065, 0.090, 0.065], [0.005, 0.027, 0.018], [0.007, 0.020, 0.011], [0.027, -0.008, 0.014], [0.132, 0.039, -0.135], [0.021, -0.161, 0.067], [-0.022, -0.007, -0.006], [-0.063, 0.010, 0.004], [-0.064, 0.025, 0.008], [0.119, 0.020, -0.021], [-0.066, 0.280, 0.118], [0.003, -0.038, 0.017], [0.062, -0.002, 0.057], [0.042, -0.481, -0.420], [0.315, -0.219, -0.576], [-0.026, 0.006, 0.006], [-0.081, -0.006, 0.010], [0.028, 0.010, -0.003], [-0.046, -0.004, -0.226], [-0.173, 0.151, -0.084], [-0.309, -0.250, 0.110], [0.074, 0.103, -0.038], [0.051, -0.134, -0.081], [0.023, -0.049, -0.007], [0.005, 0.012, 0.003], [-0.011, 0.015, 0.126], [2.031, 2.298, 0.854], [-0.116, -0.112, -0.184], [-0.036, -0.040, -0.005], [-0.089, 0.004, 0.001], [0.306, -0.206, -0.561], [-0.008, 0.023, -0.210], [0.086, 0.058, 0.082], [-0.029, 0.181, 0.082], [-0.094, -0.020, -0.211], [-0.383, 0.132, -0.518], [0.026, -0.014, 0.096], [-0.080, 0.211, 0.312], [-0.073, 0.118, 0.072], [-0.012, -0.152, -0.136], [-0.065, -0.005, -0.029], [-0.029, -0.001, 0.021], [0.167, -0.392, 0.495], [0.145, 0.015, -0.043], [0.009, 0.077, 0.019], [-0.061, -0.010, -0.084], [-0.028, 0.021, 0.028], [0.473, 1.109, 0.642], [-0.009, 0.004, -0.005], [0.051, -0.006, 0.047], [-0.031, 0.007, -0.105], [-0.985, -1.187, -0.693], [-0.060, 0.011, 0.005], [0.009, -0.006, -0.026], [0.382, -0.156, 0.140], [0.192, -0.381, -0.691], [-0.136, -0.037, 0.048], [-0.004, 0.020, -0.190], [0.038, 0.009, -0.014], [-0.176, -0.024, 0.129], [0.012, 0.204, -0.041], [0.170, 0.090, 0.967], [-0.108, 0.358, 0.530], [0.039, 0.020, 0.083], [-0.001, -0.024, -0.004], [-0.075, 0.074, 0.162], [-0.090, -0.114, -0.103], [0.135, -0.047, 0.039], [0.057, 0.053, 0.223], [-0.019, -0.051, -0.037], [-0.044, 0.012, -0.024], [0.071, 0.062, -0.037], [0.056, -0.049, -0.104], [0.129, 0.036, 0.159], [0.131, -0.183, 0.042], [-0.065, -0.048, 0.013], [-0.250, -0.192, 0.032], [0.057, 0.027, -0.044], [-0.074, -0.038, -0.011], [-1.356, -1.714, -0.491], [0.170, -0.183, -0.264], [-0.115, 0.339, -0.350], [0.122, 0.080, -0.001], [0.088, 0.242, -0.030], [0.082, 0.032, 0.015], [-0.288, 0.074, 0.123], [0.020, -0.048, -0.108], [0.001, 0.054, -0.014], [0.310, 0.004, -0.086], [-0.102, 0.197, 0.338], [-0.066, 0.110, -0.133], [-0.013, 0.102, 0.054], [0.106, 0.033, -0.009], [-0.042, -0.021, -0.060], [0.005, 0.033, 0.023], [-0.035, -0.043, 0.052], [0.057, -0.002, 0.003], [0.084, -0.244, 0.151], [0.110, -0.235, -0.225], [0.036, 0.007, -0.055], [0.259, 0.035, 0.170], [-0.973, 0.078, 0.474], [-0.001, -0.079, -0.067], [-0.025, 0.013, 0.051], [0.037, -0.007, -0.010], [0.025, -0.047, -0.075], [-0.074, -0.062, 0.093], [-0.046, 0.002, 0.115]]}

***

Record 2
{"formula": "C45H55Br2N7O2", "method": "the ωB97M-V functional and the def2-TZVPD basis", "energy_ha": -7429.463897, "spin_multiplicity": 1, "smiles": "c1ccncc1.c1ccncc1.c1ccncc1.c1ccncc1.c1ccncc1.c1ccncc1.c1ccncc1.C1CCOC1.C1CCOC1.BrCCBr", "homo_energy_ev": -9.4, "homo_lumo_gap_ev": 9.9179, "species": ["H", "Br", "N", "H", "H", "H", "H", "N", "C", "H", "C", "H", "H", "C", "C", "H", "H", "N", "C", "C", "H", "O", "C", "H", "C", "H", "H", "C", "C", "C", "Br", "H", "C", "H", "C", "C", "H", "O", "H", "C", "C", "H", "H", "C", "C", "C", "C", "H", "H", "H", "H", "C", "C", "C", "C", "C", "C", "H", "H", "N", "C", "H", "C", "C", "H", "C", "N", "C", "C", "H", "N", "H", "H", "H", "H", "H", "H", "C", "H", "H", "H", "C", "H", "C", "C", "H", "C", "H", "H", "H", "H", "C", "H", "C", "H", "H", "C", "H", "H", "H", "C", "C", "H", "H", "C", "H", "H", "N", "C", "H", "C"], "coordinates": [[4.5490, -16.1390, -9.7411], [3.6109, -17.3694, -17.4277], [0.0414, -9.7890, -13.5234], [0.0181, -17.0225, -12.6394], [-3.3244, -18.2804, -8.4438], [-4.0417, -15.4862, -11.8655], [-1.9287, -21.8484, -12.3994], [5.4914, -10.2543, -10.0075], [-4.3889, -12.4882, -13.4085], [-0.5429, -7.9907, -8.2387], [5.4766, -16.9971, -11.4856], [-1.8167, -10.4301, -13.0666], [-1.4923, -16.5416, -11.9995], [3.0167, -17.9231, -12.1255], [-0.3215, -9.9989, -7.4813], [-1.4102, -14.6578, -13.2818], [-2.3574, -17.6304, -6.2602], [-3.0638, -16.4320, -9.3159], [-1.9081, -14.8028, -8.0077], [-0.3392, -11.3415, -7.8287], [2.0915, -10.9544, -15.9331], [0.1456, -15.9108, -10.8995], [4.4193, -16.7224, -10.6448], [4.0400, -18.6417, -13.8948], [-0.9432, -11.6353, -14.6686], [-2.5665, -14.5453, -10.0224], [-4.2440, -16.1859, -14.2596], [-1.3914, -19.0818, -10.8177], [5.0255, -10.8283, -11.1154], [-1.3798, -21.1320, -11.7986], [3.0922, -14.1688, -14.1315], [5.7749, -11.0042, -11.8775], [0.0715, -13.8254, -11.9340], [4.5494, -16.3649, -15.3449], [-2.3864, -16.9238, -7.0804], [3.2355, -10.1560, -9.1808], [-1.9859, -14.5412, -17.3708], [0.0037, -14.6555, -17.8286], [1.7191, -11.0519, -10.3941], [3.1657, -17.2321, -10.9460], [-1.2977, -16.6340, -17.6317], [6.4832, -16.6380, -11.3224], [-2.0201, -18.2325, -10.5903], [-2.9585, -17.2691, -8.3013], [4.1106, -18.0849, -12.9655], [-0.7643, -10.8509, -10.0131], [1.2092, -10.8463, -15.3158], [-1.7466, -12.3607, -14.6941], [0.7410, -15.0341, -19.7212], [1.8699, -14.7326, -11.0152], [-4.5521, -14.4944, -15.9766], [-0.4717, -16.1700, -12.1421], [-4.1285, -14.7422, -12.6506], [-1.1395, -15.1881, -17.1406], [0.5637, -20.4387, -10.6061], [-1.8580, -15.6542, -6.9187], [-0.3888, -14.8587, -12.9594], [0.3029, -22.3939, -11.5245], [-1.5492, -13.7821, -8.0115], [-2.0151, -19.9900, -11.5722], [3.9179, -15.9476, -16.1240], [-0.3530, -17.4418, -19.4937], [0.7944, -14.6285, -10.8513], [-4.4465, -14.1798, -14.9467], [2.0732, -16.2939, -15.0109], [-4.1966, -13.3938, -12.3719], [-4.4421, -12.8887, -14.6569], [-0.5202, -9.0470, -8.4690], [-4.2420, -15.1415, -13.9678], [3.3483, -11.5435, -12.2285], [5.3195, -17.6754, -12.6173], [2.6103, -9.9072, -8.3334], [0.5562, -14.2704, -9.8496], [-0.7959, -13.2894, -11.5532], [2.0650, -18.3418, -12.4334], [-1.0466, -11.2446, -10.9838], [2.3184, -16.9937, -10.3175], [-0.1068, -21.4097, -11.3314], [4.9487, -9.3316, -8.2304], [1.2625, -16.1788, -18.4988], [0.3900, -18.4317, -9.8495], [1.1099, -9.9002, -14.3052], [-2.3456, -16.9227, -17.5291], [0.1224, -11.6552, -15.5539], [0.4091, -15.5744, -18.8350], [-1.5320, -16.1010, -19.6935], [3.6882, -11.1420, -11.2797], [0.7876, -13.0946, -12.3228], [1.5901, -20.6152, -10.3084], [-4.4259, -11.4243, -13.2060], [-0.9504, -15.2474, -16.0685], [-0.0830, -19.2350, -10.4013], [-0.1695, -12.1096, -7.0787], [-0.7137, -9.4857, -9.7626], [-0.6976, -17.3258, -17.0370], [1.9735, -9.3110, -14.0092], [-0.7643, -16.5357, -19.0482], [-0.1258, -9.7912, -6.4363], [-1.3638, -15.3524, -6.0041], [0.0969, -12.4117, -16.3242], [2.7628, -10.7802, -10.3157], [-0.9545, -10.6545, -13.6850], [-4.1855, -13.0975, -11.3273], [-0.8089, -8.8075, -10.6009], [4.6040, -9.8942, -9.0938], [4.4057, -15.1372, -16.6497], [0.2954, -15.0035, -13.7894], [-0.5609, -11.7742, -9.0709], [-2.5208, -15.2194, -9.1735], [1.9518, -15.0540, -16.2348], [2.6215, -15.4878, -15.4933]], "forces_ev_per_angstrom": [[0.145, 0.005, -0.055], [-0.011, 0.070, 0.168], [0.105, 0.263, 0.276], [0.251, 0.276, -0.033], [-0.165, 0.054, -0.072], [0.138, 0.102, 0.070], [0.101, -0.125, -0.004], [0.179, 0.520, -0.054], [0.702, -0.447, 0.796], [0.133, 0.023, 0.027], [-0.113, 0.023, -0.469], [-0.111, -0.508, 0.112], [-0.077, 0.447, 0.302], [-0.522, -0.349, -0.725], [0.107, -0.477, 0.343], [0.236, 0.320, -0.513], [-0.005, -0.088, -0.126], [0.194, 0.340, -0.721], [-0.169, 0.642, -0.191], [0.116, 0.030, -0.392], [0.061, 0.230, 0.080], [0.225, -0.566, 0.600], [-0.111, 0.086, 0.645], [-0.099, 0.087, -0.042], [-0.306, 0.297, 0.425], [-0.056, -0.060, -0.038], [0.080, 0.003, 0.169], [-0.447, -0.336, -0.664], [0.030, 0.017, 0.419], [-0.110, 0.061, -0.268], [-0.153, -0.095, -0.152], [-0.142, -0.284, -0.101], [0.859, 0.359, -0.108], [0.254, -0.016, -0.200], [0.060, -0.036, 0.237], [0.503, 0.046, 0.233], [-0.199, -0.126, 0.141], [0.012, 0.079, 0.294], [0.029, 0.103, -0.215], [0.123, 0.496, 0.014], [-0.436, 0.219, 0.046], [0.032, 0.043, 0.329], [0.418, 0.338, 0.094], [0.081, -0.158, 0.692], [0.065, -0.367, 0.716], [-0.250, -0.233, 0.410], [0.059, 0.399, -0.435], [-0.059, 0.110, -0.324], [-0.224, 0.133, -0.029], [-0.007, 0.090, -0.090], [-0.042, 0.257, -0.167], [0.353, -0.139, -0.464], [-0.044, -0.373, -0.075], [0.636, -0.634, 0.034], [0.107, -0.183, -0.723], [0.163, -0.097, -0.320], [-0.509, -0.799, 0.538], [0.192, 0.127, 0.021], [0.247, -0.104, 0.242], [-0.185, -0.085, 0.341], [-0.231, -0.172, 0.456], [-0.433, -0.193, 0.087], [-1.545, -0.559, -0.082], [0.681, -0.378, 0.700], [0.232, -0.043, 0.220], [-0.355, 0.075, 0.778], [-0.711, 0.709, -1.414], [0.077, 0.017, 0.233], [-0.381, -0.372, -0.491], [0.039, -0.217, 0.084], [0.549, 0.128, -0.675], [-0.180, 0.127, -0.183], [0.434, 0.322, -0.016], [0.055, -0.048, 0.273], [-0.068, 0.105, 0.133], [0.318, 0.215, -0.098], [-0.070, -0.226, 0.023], [-0.146, -0.424, 0.064], [0.299, -0.220, -0.020], [-0.019, 0.228, 0.141], [-0.010, 0.014, -0.030], [0.499, -0.632, 0.484], [0.079, -0.213, -0.239], [-0.497, -1.066, 0.476], [0.054, -0.471, -0.136], [0.145, -0.059, -0.127], [-0.228, 0.328, -0.987], [-0.329, 0.097, -0.301], [-0.068, 0.141, 0.221], [-0.080, 0.062, -0.117], [-0.025, 0.592, 0.141], [0.167, 0.414, 0.902], [0.015, 0.077, -0.008], [-0.081, -0.116, -0.553], [0.039, 0.129, 0.065], [-0.130, 0.241, -0.278], [0.352, 0.414, -0.318], [-0.123, 0.438, -0.100], [-0.139, -0.024, 0.074], [0.321, 0.009, -0.262], [0.071, -0.505, 0.429], [0.040, 0.540, -0.514], [0.095, 0.294, -0.156], [-0.131, 0.086, 0.087], [-0.551, 0.024, 0.311], [0.127, 0.008, -0.020], [-0.027, 0.307, -0.169], [-0.254, 0.038, 0.052], [-0.196, -0.440, 0.164], [0.034, 0.366, 0.140], [-0.156, -0.171, -0.487]]}